# 1
Here is a structure of composition C35H30N3O4SV from OMol25. Energies are from ωB97M-V/def2-TZVPD.

Computed properties:
Charge = +2
Energy above the lowest of the compared OMol25 structures with the same formula, charge and spin = 0.0 kJ/mol
Gap between HOMO and LUMO = 5.076 eV

The geometry in XYZ format:
```
74
Properties=species:S:1:pos:R:3:lowdin_charge:R:1
V -1.19 -0.07 -0.01 0.842
O 0.35 1.54 1.53 -0.033
C -0.04 2.90 1.34 -0.325
C -1.39 2.83 0.60 -0.316
O -2.10 3.65 0.20 0.260
O -1.81 1.42 0.41 -0.171
C 1.00 3.64 0.50 -0.169
C 0.70 4.45 -0.59 -0.020
C 1.71 5.13 -1.25 -0.055
C 3.03 5.02 -0.83 -0.066
C 3.33 4.22 0.26 -0.057
C 2.33 3.53 0.92 -0.026
C -0.34 3.58 2.67 -0.150
C -1.00 2.85 3.66 -0.025
C -1.31 3.45 4.87 -0.051
C -0.97 4.77 5.09 -0.050
C -0.33 5.50 4.10 -0.039
C -0.02 4.91 2.89 0.003
H 0.86 1.49 2.35 0.128
H -0.32 4.58 -0.92 0.114
H 1.46 5.76 -2.09 0.116
H 3.81 5.57 -1.34 0.115
H 4.35 4.14 0.61 0.115
H 2.59 2.93 1.78 0.124
H -1.27 1.81 3.49 0.118
H -1.81 2.88 5.64 0.114
H -1.21 5.24 6.04 0.117
H -0.07 6.54 4.27 0.118
H 0.48 5.49 2.12 0.126
C 3.04 1.77 -2.86 -0.051
C 2.55 0.42 -3.37 -0.213
N 2.55 -0.60 -2.30 -0.082
C 3.78 -1.41 -2.19 -0.164
C 3.68 -2.67 -3.03 -0.048
C 1.55 -0.79 -1.48 -0.529
S 0.13 0.28 -1.74 0.924
N 1.65 -1.79 -0.59 0.171
C 0.90 -1.99 0.43 -0.301
O -0.03 -1.09 0.79 -0.163
C 1.05 -3.15 1.29 -0.144
C 0.25 -3.29 2.43 0.001
C 0.40 -4.40 3.23 -0.040
C 1.34 -5.37 2.91 -0.026
C 2.14 -5.23 1.78 -0.038
C 1.99 -4.12 0.97 0.004
H 3.06 2.48 -3.68 0.098
H 4.06 1.69 -2.46 0.089
H 2.39 2.16 -2.08 0.051
H 3.20 0.03 -4.15 0.132
H 1.55 0.50 -3.80 0.091
H 3.95 -1.64 -1.15 0.120
H 4.59 -0.77 -2.54 0.130
H 2.88 -3.32 -2.67 0.074
H 4.62 -3.22 -2.98 0.093
H 3.49 -2.44 -4.08 0.084
H -0.48 -2.53 2.68 0.118
H -0.22 -4.52 4.12 0.120
H 1.46 -6.24 3.54 0.123
H 2.87 -5.99 1.53 0.120
H 2.61 -4.00 0.08 0.114
N -8.52 -5.76 -3.17 0.219
C -7.66 -5.09 -2.81 -0.145
C -6.59 -4.26 -2.36 -0.171
C -6.84 -2.92 -2.05 0.018
C -5.81 -2.12 -1.61 0.028
C -4.51 -2.66 -1.49 -0.218
C -4.27 -4.01 -1.81 0.021
C -5.31 -4.81 -2.24 0.014
C -3.47 -1.85 -1.05 0.024
C -2.54 -1.13 -0.66 -0.050
H -7.84 -2.53 -2.15 0.138
H -5.98 -1.08 -1.37 0.135
H -3.27 -4.42 -1.71 0.131
H -5.14 -5.85 -2.48 0.137
```

=====

# 2
Here is a structure of composition C26H41BaClN5O8P2S from OMol25. Energies are from ωB97M-V/def2-TZVPD.

Computed properties:
Charge = +1
Energy above the lowest of the compared OMol25 structures with the same formula, charge and spin = 19.2 kJ/mol
Gap between HOMO and LUMO = 8.326 eV

The geometry in XYZ format:
```
85
Properties=species:S:1:pos:R:3:lowdin_charge:R:1
Ba 0.08 0.30 -0.72 1.741
C -4.23 2.79 -0.89 -0.269
P -3.14 1.82 0.20 0.945
C -4.39 0.64 0.90 -0.394
N -5.54 1.17 1.22 0.127
C -6.53 0.38 1.68 -0.198
C -7.77 0.94 2.06 -0.004
C -8.76 0.12 2.52 -0.054
C -8.56 -1.28 2.63 -0.053
C -7.37 -1.85 2.27 -0.003
C -6.32 -1.02 1.79 -0.197
N -5.15 -1.57 1.42 0.134
C -4.18 -0.78 1.00 -0.398
P -2.64 -1.64 0.44 0.929
C -3.38 -2.94 -0.61 -0.259
C -2.00 -2.55 1.94 -0.741
C -0.76 -3.31 1.46 -0.096
C -1.59 -1.50 2.97 -0.104
C -2.98 -3.53 2.58 -0.086
C -2.75 2.99 1.61 -0.733
C -3.93 3.42 2.47 -0.087
C -1.71 2.30 2.49 -0.107
C -2.13 4.24 0.95 -0.108
H -5.09 3.19 -0.35 0.041
H -4.59 2.14 -1.69 0.045
H -3.67 3.60 -1.35 0.037
H -7.90 2.01 1.97 0.118
H -9.71 0.54 2.81 0.112
H -9.36 -1.90 3.00 0.112
H -7.19 -2.91 2.33 0.119
H -4.17 -3.48 -0.08 0.038
H -2.61 -3.63 -0.94 0.044
H -3.81 -2.47 -1.49 0.044
H -0.04 -2.67 0.96 0.044
H -1.02 -4.12 0.78 0.084
H -0.26 -3.76 2.32 0.098
H -0.83 -0.81 2.57 0.061
H -1.15 -1.98 3.84 0.097
H -2.44 -0.91 3.31 0.073
H -3.36 -4.26 1.87 0.077
H -3.83 -3.02 3.03 0.069
H -2.46 -4.08 3.37 0.092
H -4.33 2.59 3.06 0.076
H -4.75 3.83 1.87 0.076
H -3.60 4.20 3.16 0.094
H -2.10 1.39 2.94 0.064
H -1.39 2.97 3.29 0.102
H -0.81 2.03 1.92 0.030
H -2.90 4.85 0.48 0.083
H -1.39 3.98 0.19 0.056
H -1.64 4.85 1.71 0.094
O 2.04 -1.26 0.18 -0.514
Cl 2.39 -1.49 -1.23 0.597
O 3.43 -2.41 -1.39 -0.225
O 2.68 -0.17 -1.79 -0.443
O 1.14 -1.92 -1.86 -0.494
C 6.25 7.36 1.73 -0.099
C 5.74 7.08 0.32 -0.294
S 5.60 5.33 0.08 0.647
O 6.91 4.75 0.06 -0.287
O 4.61 4.82 1.00 -0.292
C 4.94 5.14 -1.56 -0.197
C 3.47 5.52 -1.75 -0.113
N 2.54 4.62 -1.06 0.066
C 2.22 3.37 -1.49 -0.320
N 1.43 2.75 -0.61 -0.036
C 1.26 3.62 0.43 -0.064
C 1.94 4.76 0.17 -0.154
N 1.97 5.92 1.01 -0.326
O 2.44 6.95 0.57 0.076
O 1.47 5.80 2.11 0.120
C 2.73 2.77 -2.74 0.012
H 6.35 8.44 1.87 0.085
H 7.22 6.90 1.89 0.083
H 5.55 6.99 2.47 0.082
H 6.43 7.44 -0.45 0.110
H 4.75 7.51 0.16 0.082
H 5.12 4.08 -1.79 0.106
H 5.56 5.72 -2.23 0.120
H 3.23 5.49 -2.81 0.128
H 3.27 6.52 -1.40 0.112
H 0.69 3.40 1.31 0.102
H 2.89 3.51 -3.53 0.089
H 2.02 2.03 -3.11 0.075
H 3.67 2.24 -2.56 0.098
```

=====

# 3
Here is a structure of composition C12H36O10PS6Tl from OMol25. Energies are from ωB97M-V/def2-TZVPD.

Computed properties:
Charge = -1
Spin multiplicity = 2
Gap between HOMO and LUMO (spin up / spin down) = 5.057 / 4.680 eV
Expectation value of S² = 0.766

The geometry in XYZ format:
```
66
Properties=species:S:1:pos:R:3:lowdin_charge:R:1
Tl -0.23 -1.10 -1.04 1.002
P -1.16 -2.42 -3.86 0.042
O -1.71 -2.92 -5.24 -0.490
O -1.80 -3.02 -2.50 -0.425
O -1.52 -0.88 -3.48 -0.403
O 0.42 -2.39 -3.59 -0.469
C 4.27 -0.39 0.49 -0.238
S 4.10 -1.10 -1.24 0.856
O 2.66 -1.45 -1.31 -0.610
C 4.46 0.53 -2.15 -0.234
H 3.89 -1.16 1.17 0.023
H 3.84 0.61 0.56 0.035
H 5.35 -0.27 0.41 0.026
H 4.03 0.67 -3.14 0.052
H 5.53 0.76 -2.19 0.031
H 4.12 1.34 -1.51 0.022
C 0.56 3.58 0.88 -0.301
S 0.04 2.15 1.84 0.884
O 0.16 0.89 0.92 -0.640
C 1.60 1.97 2.79 -0.249
H 0.92 4.46 1.42 0.052
H -0.31 3.90 0.31 0.019
H 1.33 3.31 0.16 0.048
H 1.90 2.99 3.04 0.034
H 2.37 1.53 2.16 0.038
H 1.48 1.29 3.64 0.035
C 2.62 -1.64 3.77 -0.298
S 1.35 -2.33 2.69 0.878
O 1.40 -1.57 1.32 -0.632
C 2.07 -4.02 2.41 -0.219
H 2.81 -0.57 3.74 0.031
H 3.63 -2.04 3.71 0.041
H 2.39 -1.83 4.82 0.041
H 1.26 -4.74 2.56 0.029
H 2.91 -4.19 3.07 0.036
H 2.38 -4.09 1.36 0.063
C -0.07 4.55 -2.39 -0.218
S 0.65 2.74 -2.74 0.871
O 0.28 1.74 -1.64 -0.638
C -0.57 2.28 -4.05 -0.226
H 0.37 4.94 -1.46 0.009
H -1.15 4.54 -2.25 0.021
H 0.15 5.07 -3.32 0.031
H -0.64 1.19 -4.04 0.032
H -0.23 2.61 -5.03 0.046
H -1.54 2.70 -3.78 0.032
C -2.23 -4.79 2.06 -0.273
S -2.65 -3.00 1.92 0.855
O -1.44 -2.18 1.38 -0.653
C -3.72 -3.27 0.44 -0.227
H -3.07 -5.44 2.32 0.045
H -1.43 -4.79 2.80 0.019
H -1.69 -5.19 1.20 0.062
H -4.33 -4.14 0.66 0.038
H -3.11 -3.50 -0.44 0.045
H -4.33 -2.36 0.35 0.038
C -4.61 1.62 1.17 -0.259
S -3.89 1.07 -0.46 0.863
O -2.54 0.43 -0.35 -0.611
C -3.34 2.74 -1.14 -0.218
H -5.47 2.29 1.24 0.040
H -3.89 2.32 1.58 0.027
H -4.81 0.80 1.86 0.041
H -4.28 3.19 -1.48 0.036
H -2.69 2.62 -2.00 0.022
H -2.84 3.36 -0.40 0.040
```

=====

# 4
Here is a cluster of 2 separate species, C5H8N4O3 in total from OMol25. Energies are from ωB97M-V/def2-TZVPD.

Computed properties:
Charge = 0
Energy above the lowest of the compared OMol25 structures with the same formula, charge and spin = 465.2 kJ/mol
Gap between HOMO and LUMO = 9.828 eV
SMILES = C=C[N+](=O)[O-].OCc1cn[nH]n1

The geometry in XYZ format:
```
20
Properties=species:S:1:pos:R:3:lowdin_charge:R:1
C 0.92 2.59 0.91 -0.098
C 0.74 1.30 0.33 -0.195
C -1.81 -1.98 0.51 0.083
C 1.47 0.02 0.68 -0.188
C -1.70 -0.88 -0.25 -0.084
N 0.01 3.43 0.47 0.080
N -0.75 2.68 -0.31 -0.058
N -0.36 1.48 -0.44 0.047
N -2.39 0.41 0.16 -0.489
O -2.90 1.02 -0.69 0.078
O -2.46 0.59 1.33 0.097
O 1.63 -0.85 -0.43 -0.066
H 1.64 2.87 1.64 0.095
H -1.48 2.94 -0.92 0.147
H -2.39 -1.95 1.40 0.067
H -1.29 -2.87 0.14 0.083
H 2.54 0.17 0.98 0.147
H 0.73 -0.38 1.37 0.110
H -1.27 -0.85 -1.24 0.107
H 0.76 -1.06 -0.77 0.038
```

=====

# 5
Here is an isolated molecule of CH3NO2S2 from OMol25. Energies are from ωB97M-V/def2-TZVPD.

Computed properties:
Charge = 0
Energy above the lowest of the compared OMol25 structures with the same formula, charge and spin = 409.7 kJ/mol
Gap between HOMO and LUMO = 8.412 eV

The geometry in XYZ format:
```
9
Properties=species:S:1:pos:R:3:lowdin_charge:R:1
C -0.62 -0.42 0.00 -0.857
N 0.30 0.43 -0.07 -0.445
O 0.27 1.66 0.09 -0.079
O 1.62 -0.06 -0.23 -0.015
S -2.55 0.36 -0.15 0.655
S -0.34 -2.09 -0.13 0.784
H -1.77 1.29 0.47 -0.163
H 2.11 0.79 -0.45 0.146
H 0.97 -1.96 0.49 -0.025
```

=====

# 6
Here is the ion C5H10NO2 with charge +1 from OMol25. Energies are from ωB97M-V/def2-TZVPD.

Computed properties:
Charge = +1
Energy above the lowest of the compared OMol25 structures with the same formula, charge and spin = 586.9 kJ/mol
Gap between HOMO and LUMO = 8.248 eV
SMILES = CC[C@](C)(O)C=[N+]=O

The geometry in XYZ format:
```
18
Properties=species:S:1:pos:R:3:lowdin_charge:R:1
C -0.61 -1.66 0.15 0.083
C -1.74 1.12 0.13 -0.043
C 1.67 -0.72 -0.12 0.020
C -0.30 0.71 0.44 -0.107
C 0.24 -0.49 -0.50 -0.476
N -1.59 -2.07 -0.44 0.055
O -2.37 -2.29 -1.25 0.337
O -0.14 -0.29 -1.80 0.111
H -0.26 -2.27 0.98 0.196
H -2.51 0.59 0.50 0.047
H -1.89 1.98 0.67 0.070
H -2.00 1.24 -0.86 0.070
H 2.21 0.12 -0.05 0.066
H 1.92 -1.22 0.77 0.097
H 2.11 -1.37 -0.86 0.110
H 0.49 1.44 0.30 0.128
H -0.15 0.60 1.48 0.114
H 0.44 -0.91 -2.22 0.121
```

=====

| no. | calculated total energy (Ha) |
| --- | --- |
| 1 | -3158.54860 |
| 2 | -3457.17594 |
| 3 | -4133.93103 |
| 4 | -639.87287 |
| 5 | -1041.33528 |
| 6 | -401.30146 |